No. 1
H8O3S2 | the ωB97M-V functional and the def2-TZVPD basis

Summary:
Gap between HOMO and LUMO   8.53 eV
Relative energy (zero: lowest compared OMol25 entry of this formula, charge and spin)   0.668 eV

```
! RIJCOSX wB97M-V def2-TZVPD def2/J DEFGRID3
* xyz 0 1
S 1.2380 0.5086 0.8968
S -0.1302 1.3480 2.1993
H 0.4364 0.0781 -0.0885
H -1.2237 0.8455 1.6099
O 1.4412 -1.6928 -4.0656
H 2.0701 -1.5301 -3.3592
H 1.4860 -2.6441 -4.2111
O -1.5219 0.7480 -1.1894
H -1.8763 1.5381 -1.6010
H -1.9992 0.0165 -1.5900
O -1.8683 -2.0476 0.1004
H -1.1306 -1.5181 0.4205
H -1.4745 -2.8838 -0.1756
*
```

Here are the Mulliken charges for atoms 1 to 5, given in e: number 1, S, carries -0.132; number 2, S, carries -0.151; number 3, H, carries 0.083; number 4, H, carries 0.155; number 5, O, carries -0.635

***

No. 2
H8O4 | the ωB97M-V functional and the def2-TZVPD basis

Summary:
Gap between HOMO and LUMO   11.67 eV
Relative energy (zero: lowest compared OMol25 entry of this formula, charge and spin)   0.515 eV

```
! RIJCOSX wB97M-V def2-TZVPD def2/J DEFGRID3
* xyz 0 1
O -2.0655 -0.8072 2.0740
H -1.1786 -0.5121 1.8132
H -2.6689 -0.1506 1.7131
O -0.6527 -0.2754 -1.6418
H -0.6313 -0.4316 -0.6847
H -1.5770 -0.1223 -1.8589
O 0.6169 -0.1828 0.9914
H 1.0710 0.3059 1.6845
H 1.2050 -0.1451 0.2103
O 2.1038 0.4839 -1.2150
H 2.4212 1.3923 -1.2526
H 1.3561 0.4451 -1.8335
*
```

Here are the Mulliken charges for atoms 1 to 5, given in e: number 1, O, carries -0.626; number 2, H, carries 0.351; number 3, H, carries 0.312; number 4, O, carries -0.655; number 5, H, carries 0.367

***

No. 3
H8O4 | the ωB97M-V functional and the def2-TZVPD basis

Summary:
Gap between HOMO and LUMO   10.73 eV
Relative energy (zero: lowest compared OMol25 entry of this formula, charge and spin)   0.890 eV

```
! RIJCOSX wB97M-V def2-TZVPD def2/J DEFGRID3
* xyz 0 1
O 1.6221 -1.1428 1.2945
H 2.4936 -1.5501 1.2364
H 1.0100 -1.8842 1.3482
O -0.3847 1.5051 -3.1949
H -0.1069 1.6594 -2.2814
H -0.1809 0.5768 -3.3374
O 0.8983 1.1300 -0.4624
H 1.2955 0.3332 -0.0784
H 0.1366 1.3112 0.0995
O -2.4276 -0.3401 1.6172
H -2.8027 -0.8949 2.3082
H -1.5533 -0.7037 1.4505
*
```

Here are the Mulliken charges for atoms 1 to 5, given in e: number 1, O, carries -0.655; number 2, H, carries 0.312; number 3, H, carries 0.317; number 4, O, carries -0.645; number 5, H, carries 0.364

***

No. 4
H8O4 | the ωB97M-V functional and the def2-TZVPD basis

Summary:
Gap between HOMO and LUMO   11.64 eV
Relative energy (zero: lowest compared OMol25 entry of this formula, charge and spin)   0.858 eV

```
! RIJCOSX wB97M-V def2-TZVPD def2/J DEFGRID3
* xyz 0 1
O -15.0043 3.3968 5.8760
H -15.2527 3.4291 4.9522
H -15.0197 2.4654 6.0962
O -16.0987 3.4558 2.5067
H -15.7034 4.0851 1.9035
H -16.9898 3.7786 2.6404
O -13.4915 6.6236 6.5137
H -13.8606 5.7435 6.5879
H -13.2767 6.7162 5.5855
O -14.2279 -0.1983 6.2909
H -14.0360 -0.8132 6.9989
H -13.6616 -0.4767 5.5711
*
```

Here are the Mulliken charges for atoms 1 to 5, given in e: number 1, O, carries -0.640; number 2, H, carries 0.330; number 3, H, carries 0.313; number 4, O, carries -0.651; number 5, H, carries 0.321

***

No. 5
H8O4 | the ωB97M-V functional and the def2-TZVPD basis

Summary:
Gap between HOMO and LUMO   11.94 eV
Relative energy (zero: lowest compared OMol25 entry of this formula, charge and spin)   2.181 eV

```
! RIJCOSX wB97M-V def2-TZVPD def2/J DEFGRID3
* xyz 0 1
O -4.7916 3.2887 2.8350
H -4.9432 2.5133 3.3040
H -3.9140 3.1548 2.5158
O -1.7514 3.8414 3.8741
H -1.8252 3.9453 2.8350
H -1.0942 3.1824 4.2274
O -2.9028 -2.3511 -3.1209
H -2.2718 -1.5963 -2.7990
H -2.7795 -2.2504 -4.1605
O 9.0200 -4.5259 -3.5685
H 8.4616 -5.2599 -3.1418
H 8.7923 -3.9425 -2.8005
*
```

Here are the Mulliken charges for atoms 1 to 5, given in e: number 1, O, carries -0.587; number 2, H, carries 0.299; number 3, H, carries 0.281; number 4, O, carries -0.654; number 5, H, carries 0.332

***

No. 6
H8O4 | the ωB97M-V functional and the def2-TZVPD basis

Summary:
Gap between HOMO and LUMO   11.29 eV
Relative energy (zero: lowest compared OMol25 entry of this formula, charge and spin)   0.804 eV

```
! RIJCOSX wB97M-V def2-TZVPD def2/J DEFGRID3
* xyz 0 1
O 0.8856 -2.2158 0.2966
H 1.3642 -1.5171 -0.2114
H 1.4388 -2.2238 1.0908
O -1.3588 -0.9251 -0.6910
H -0.5209 -1.1713 -0.2532
H -1.6124 -1.7447 -1.1304
O 1.4852 1.7861 0.3543
H 0.5604 1.4348 0.1890
H 1.8262 2.2361 -0.4203
O -1.2471 1.7479 0.0257
H -1.5276 1.7901 0.9460
H -1.2935 0.8028 -0.1960
*
```

Here are the Mulliken charges for atoms 1 to 5, given in e: number 1, O, carries -0.725; number 2, H, carries 0.344; number 3, H, carries 0.336; number 4, O, carries -0.725; number 5, H, carries 0.408

***

No. 7
H8O4 | the ωB97M-V functional and the def2-TZVPD basis

Summary:
Gap between HOMO and LUMO   10.97 eV
Relative energy (zero: lowest compared OMol25 entry of this formula, charge and spin)   1.927 eV

```
! RIJCOSX wB97M-V def2-TZVPD def2/J DEFGRID3
* xyz 0 1
O -2.4246 38.6765 19.5282
H -1.9849 38.9236 20.5276
H -2.9510 39.3995 19.4062
O -3.7398 36.5596 22.8624
H -4.5466 36.2364 23.3065
H -3.1706 35.8701 22.5951
O -3.7457 40.7912 23.8508
H -3.1545 40.9158 24.4639
H -3.1128 40.3131 23.1773
O -2.1527 38.7137 22.3168
H -1.3035 38.2679 22.3736
H -2.6859 37.9087 22.2731
*
```

Here are the Mulliken charges for atoms 1 to 5, given in e: number 1, O, carries -0.664; number 2, H, carries 0.387; number 3, H, carries 0.286; number 4, O, carries -0.654; number 5, H, carries 0.306

***

No. 8
H8O4 | the ωB97M-V functional and the def2-TZVPD basis

Summary:
Gap between HOMO and LUMO   10.64 eV
Relative energy (zero: lowest compared OMol25 entry of this formula, charge and spin)   1.005 eV

```
! RIJCOSX wB97M-V def2-TZVPD def2/J DEFGRID3
* xyz 0 1
O 3.3595 26.2859 -9.9619
H 3.6327 25.3939 -9.6952
H 4.1317 26.6065 -10.4241
O 1.1465 26.9443 -6.2799
H 1.3019 26.0066 -6.2705
H 1.7383 27.2827 -6.9753
O 1.1789 25.6284 -11.5324
H 1.8897 26.0499 -11.0135
H 0.4013 26.0696 -11.1445
O 2.4084 28.1410 -8.3264
H 2.6522 27.7222 -9.1505
H 3.1903 28.2180 -7.8326
*
```

Here are the Mulliken charges for atoms 1 to 5, given in e: number 1, O, carries -0.751; number 2, H, carries 0.325; number 3, H, carries 0.327; number 4, O, carries -0.649; number 5, H, carries 0.287

***

No. 9
H8O4Zn | the ωB97M-V functional and the def2-TZVPD basis

Summary:
Gap between HOMO and LUMO   4.00 eV

```
! RIJCOSX wB97M-V def2-TZVPD def2/J DEFGRID3
* xyz 2 1
Zn 14.4669 -4.6557 11.3576
O 15.5161 -4.3711 14.6868
H 15.1055 -3.8524 15.3786
H 16.3181 -4.7098 15.0846
O 16.8068 -7.3948 11.1457
H 16.9063 -8.3106 11.4060
H 17.4823 -7.2595 10.4811
O 12.3701 -1.7410 11.7315
H 11.8246 -1.4512 12.4627
H 12.6793 -0.9305 11.3268
O 13.5245 -5.3032 7.9624
H 12.5878 -5.4305 7.8125
H 13.9276 -5.4593 7.1084
*
```

Here are the Mulliken charges for atoms 1 to 5, given in e: number 1, Zn, carries 1.582; number 2, O, carries -0.593; number 3, H, carries 0.342; number 4, H, carries 0.343; number 5, O, carries -0.589

***

No. 10
H9O4 | the ωB97M-V functional and the def2-TZVPD basis

Summary:
Gap between HOMO and LUMO   7.95 eV
Relative energy (zero: lowest compared OMol25 entry of this formula, charge and spin)   2.464 eV

```
! RIJCOSX wB97M-V def2-TZVPD def2/J DEFGRID3
* xyz 1 1
O 2.8225 2.9539 1.5776
H 1.9128 2.4583 1.9740
H 2.9747 3.7076 2.3973
H 3.4311 2.2216 1.7355
O -5.6088 -6.3039 -5.4400
H -6.0801 -5.6203 -5.9078
H -5.5722 -7.1366 -5.9565
O 1.3918 0.6686 0.3499
H 0.7834 -0.0048 0.2163
H 1.2240 1.5075 -0.0638
O 0.8850 2.2307 2.8276
H 1.2043 2.0385 3.7272
H 0.6315 1.2790 2.5627
*
```

Here are the Mulliken charges for atoms 1 to 5, given in e: number 1, O, carries -0.558; number 2, H, carries 0.465; number 3, H, carries 0.482; number 4, H, carries 0.433; number 5, O, carries -0.650

***

No. 11
H9O5 | the ωB97M-V functional and the def2-TZVPD basis

Summary:
Gap between HOMO and LUMO   7.68 eV
Relative energy (zero: lowest compared OMol25 entry of this formula, charge and spin)   0.771 eV

```
! RIJCOSX wB97M-V def2-TZVPD def2/J DEFGRID3
* xyz -1 1
O -2.0634 1.9681 1.2928
H -1.9611 2.2379 2.2250
O -2.6360 1.6787 -1.2805
H -2.6329 0.7556 -1.0014
H -2.3230 1.9707 -0.3881
O -1.5314 -0.3621 1.6310
H -2.2604 -0.6800 2.1825
H -1.7379 0.7355 1.4874
O 0.9961 0.0104 2.4495
H 1.1009 0.9055 2.1587
H 0.1279 -0.3181 2.0709
O 5.2993 -3.2132 -4.1940
H 4.6310 -2.5135 -4.1590
H 5.0914 -3.7927 -3.4669
*
```

Here are the Mulliken charges for atoms 1 to 5, given in e: number 1, O, carries -1.018; number 2, H, carries 0.209; number 3, O, carries -0.722; number 4, H, carries 0.274; number 5, H, carries 0.474

***

No. 12
H9O5 | the ωB97M-V functional and the def2-TZVPD basis

Summary:
Gap between HOMO and LUMO   9.25 eV
Relative energy (zero: lowest compared OMol25 entry of this formula, charge and spin)   0.598 eV

```
! RIJCOSX wB97M-V def2-TZVPD def2/J DEFGRID3
* xyz -1 1
O -1.0532 -0.1449 -0.0769
H -1.4768 -0.8712 -0.4764
O -2.1406 1.4931 -1.9254
H -1.2720 1.7061 -2.3027
H -1.8610 0.9980 -1.0844
O 1.2486 -0.1143 -1.1128
H 0.9465 0.2427 -1.8882
H 0.3013 -0.2621 -0.7317
O -0.0452 -2.0475 1.7748
H -0.1631 -1.2577 1.2242
H 0.8500 -2.2434 1.5509
O 1.6662 1.1498 1.8996
H 0.7883 0.9968 1.4743
H 2.2110 0.3546 1.6747
*
```

Here are the Mulliken charges for atoms 1 to 5, given in e: number 1, O, carries -1.139; number 2, H, carries 0.237; number 3, O, carries -0.693; number 4, H, carries 0.258; number 5, H, carries 0.417

***

no.,E_tot (a.u.),LUMO level (eV)
1,-1026.86146,0.196
2,-305.76028,0.566
3,-305.74649,-0.014
4,-305.74767,0.596
5,-305.69907,0.534
6,-305.74968,0.469
7,-305.70838,0.271
8,-305.74227,-0.079
9,-2084.21150,-14.921
10,-306.03591,-4.687
11,-381.63450,2.777
12,-381.64087,4.110